Entry 1:
A 7-piece molecular cluster, C26H72N6O7 overall, computed with ωB97M-V with the def2-TZVPD basis set.

The geometry in XYZ format:
```
111
Properties=species:S:1:pos:R:3:forces:R:3
C -0.101635 3.300809 0.410384 0.8828 -0.3784 -0.2696
O -1.259255 3.072081 -0.353560 -0.7255 0.6567 0.2091
C -1.011451 3.191875 -1.756911 -0.5243 -0.0778 0.5825
C -2.204893 3.784369 -2.514096 0.2008 0.4728 -0.8671
C -3.535100 3.144459 -2.199772 0.2487 -1.0653 1.0624
N -1.932510 3.642989 -3.967037 -0.0627 -1.0576 -0.6855
H -0.230442 3.190806 1.485531 -0.6519 -0.2881 -0.1293
H 0.322284 4.305332 0.288874 -0.1059 0.0033 -0.3848
H 0.627754 2.545402 0.091247 0.3923 0.2555 0.2130
H -0.163968 3.867744 -1.883285 0.1951 -0.1965 -0.3546
H -0.808280 2.188848 -2.143929 0.2893 0.0049 -0.1560
H -2.178807 4.861120 -2.329595 -0.3717 0.0125 0.2404
H -3.853945 3.268244 -1.161690 0.1460 0.2199 -0.0120
H -3.325606 2.072333 -2.319548 -0.4311 -0.0954 -0.0400
H -4.390085 3.394025 -2.824533 0.2855 0.3431 -0.2824
H -2.790473 3.354231 -4.441042 -0.2531 0.8364 0.1955
H -1.417381 2.780920 -4.196672 0.5302 0.5491 0.6888
C -6.060411 2.754126 4.349818 0.5164 -0.3810 0.1036
O -5.323737 1.781453 3.632543 -0.3284 -0.8851 -0.6569
C -4.109873 1.390992 4.239435 0.5294 1.8381 0.0485
C -3.029969 2.479290 4.047736 0.6529 -0.7082 0.5217
C -2.779666 2.842078 2.608116 -1.6572 1.6639 -0.5754
N -1.757260 2.049799 4.646676 0.0575 -0.0010 -0.3777
H -5.534416 3.710909 4.301447 -0.1815 0.1132 0.2998
H -6.179836 2.392461 5.377113 -0.0056 0.3784 0.1355
H -7.049566 2.861813 3.911877 0.0829 -0.1176 -0.2130
H -4.261566 1.261758 5.316708 0.0125 -0.3717 0.0415
H -3.656470 0.510868 3.781129 -0.7085 -0.3477 -0.1024
H -3.274352 3.418284 4.556653 -0.3864 -0.1829 -0.0082
H -2.120920 3.709971 2.639924 0.5072 -0.3790 -0.4734
H -3.711638 3.285633 2.223083 -0.0640 0.0794 0.2368
H -2.613750 2.141080 1.787518 0.8411 -0.5422 0.6675
H -1.326943 1.392227 4.002770 0.1247 -0.1320 0.3508
H -1.876596 1.619024 5.556068 0.0060 -0.0898 -0.0828
C -2.743347 -3.067652 -0.255596 -0.2716 -0.3708 -0.2909
O -3.901796 -2.575601 -0.933088 0.8201 -0.1527 0.6619
C -3.985393 -1.158751 -0.842958 -1.0615 -0.5733 -1.2365
C -4.387181 -0.574618 0.509559 0.2074 0.9043 0.1318
C -5.520597 -1.297662 1.245100 1.1934 -0.2944 -0.4692
N -4.869306 0.812292 0.327786 -0.2280 -0.1223 0.5495
H -2.705409 -2.613222 0.733525 0.4149 -0.1113 0.1102
H -1.816433 -2.927164 -0.821591 -0.0458 0.5910 0.0923
H -2.803013 -4.153910 -0.159739 -0.4495 0.0697 0.1280
H -3.081377 -0.705317 -1.274325 0.1684 0.1236 0.4535
H -4.770043 -0.977268 -1.591424 -0.0927 0.5168 0.3880
H -3.505323 -0.567722 1.168628 0.0831 -0.1296 -0.0498
H -5.771143 -0.785178 2.172321 -0.0484 0.2372 -0.0805
H -5.114244 -2.275660 1.524098 -0.6310 -0.1964 -0.1916
H -6.373136 -1.315674 0.570706 -0.1854 -0.3926 0.2039
H -4.890727 1.175330 1.277027 -0.3457 0.4175 -0.1742
H -4.326723 1.467710 -0.219170 0.4891 -0.4657 -0.1218
C 4.211162 -0.756602 -2.731815 0.3684 0.5342 0.4370
O 5.188199 -1.765717 -2.562907 -0.1641 -0.1374 0.1292
C 6.070392 -1.545756 -1.484758 0.7559 -1.0315 -0.1458
C 5.416494 -1.867953 -0.145778 -1.9820 1.7400 1.3937
C 6.226791 -1.711762 1.146709 0.7085 -1.0886 -0.8274
N 4.541637 -3.060186 -0.176549 1.0750 -0.1762 -0.7692
H 3.659374 -0.525461 -1.810059 -0.2002 -0.4417 -0.0659
H 3.540223 -1.119214 -3.506698 -0.0302 0.2872 -0.0156
H 4.688647 0.199922 -2.974537 -0.1342 -0.1542 -0.4744
H 6.870452 -2.278744 -1.648737 0.0720 0.0621 0.0103
H 6.540428 -0.560246 -1.573247 -0.2306 0.1647 0.4028
H 4.691412 -1.068658 0.081519 -0.2434 0.0689 -0.7506
H 7.067092 -2.413148 1.083712 0.2745 0.3177 0.4505
H 5.644277 -1.959385 2.032781 -0.2229 -0.1800 -0.1759
H 6.550755 -0.681602 1.281693 0.3174 -0.0592 -0.2178
H 5.100786 -3.907084 -0.291634 0.0784 0.0564 0.2498
H 4.078172 -2.991875 -1.084123 -0.2531 -0.0985 0.1821
C -0.701565 0.073970 -4.810057 0.1472 0.0275 0.0528
O -0.064663 1.303434 -4.524141 0.0980 -0.0021 0.2437
C 1.318398 1.287089 -4.775916 0.2523 -1.1088 -0.6090
C 2.024187 2.430361 -4.100327 0.8250 1.5499 -0.3454
C 1.645227 3.801491 -4.734494 -1.0156 -1.1016 -0.4374
N 3.491957 2.233289 -4.187061 -0.1298 -0.5614 -0.6664
H -0.174338 -0.760807 -4.335849 -0.0289 0.0328 0.0939
H -0.733267 -0.121539 -5.886877 -0.1148 0.0717 -0.0160
H -1.705400 0.146923 -4.395074 -0.0568 -0.1040 -0.1508
H 1.748429 0.309699 -4.503984 -0.0651 0.1623 0.6588
H 1.502185 1.270154 -5.864738 -0.0563 0.5825 -0.0395
H 1.785201 2.467038 -3.035349 -0.2141 -0.2102 -0.0253
H 0.682554 4.133299 -4.336534 0.3476 0.4979 0.2467
H 1.409824 3.680497 -5.799045 0.2729 -0.2009 -0.0382
H 2.464303 4.512514 -4.698465 -0.1729 0.2763 0.5146
H 3.950981 3.134220 -4.222227 -0.0557 0.1643 0.3482
H 3.702404 1.866556 -5.116754 -0.0125 -0.1938 0.1549
C 3.841642 -5.414735 5.126713 0.1600 -0.1455 -0.5879
O 3.031983 -5.134651 3.998703 0.2382 0.0430 0.3376
C 3.378345 -3.930360 3.325084 -1.0048 -0.7458 -0.0395
C 2.109682 -3.491934 2.560486 1.0181 0.7897 -0.2050
C 1.594272 -4.609066 1.657731 0.9324 -0.1564 0.0846
N 2.481469 -2.267189 1.772331 0.4106 -1.1809 0.1478
H 3.502171 -4.784593 5.949437 0.3708 -0.0860 0.2818
H 4.904722 -5.286418 4.889423 -0.0072 0.4712 0.1375
H 3.781450 -6.476368 5.367170 -0.5283 0.0708 0.1084
H 3.665505 -3.110642 3.993735 0.0165 -0.1489 0.3456
H 4.229968 -4.148995 2.673599 -0.0302 0.2074 -0.3274
H 1.396346 -3.202508 3.331978 -0.2814 -0.0184 -0.1387
H 1.067180 -4.295796 0.759612 -0.3346 0.2162 0.2859
H 1.026790 -5.330852 2.238040 -0.1327 -0.0054 -0.1118
H 2.495329 -5.119074 1.300046 -0.1493 -0.2175 -0.1065
H 3.009092 -1.682218 2.417391 -0.2937 0.3616 -0.1146
H 3.215668 -2.613326 1.118750 -0.3937 0.2706 0.2141
C -0.174016 -0.216454 0.664805 0.7638 0.1824 -0.9219
C 0.395706 -0.880325 -0.644088 -0.7246 0.9239 2.0189
O 0.660330 -2.229691 -0.384720 0.1854 -0.7530 -0.5400
H -0.718603 -0.965379 1.234066 0.1207 0.0097 0.1925
H -0.811751 0.655138 0.499114 -0.0728 -0.1115 -0.2566
H 0.731100 0.149127 1.151020 -0.3400 -0.1798 0.7920
H 1.307575 -0.316080 -0.859585 0.0106 -0.0777 -0.6034
H -0.362576 -0.742851 -1.413671 0.2848 -0.5119 -0.4319
H 1.293854 -2.336796 0.370280 -0.4888 0.8649 -0.3912
```
Forces are in eV/Å.

As for the net charge: 0. The multiplicity is 1. For the HOMO-LUMO gap, the calculation gives 9.4 eV. As for the SMILES: COC[C@H](C)N.COC[C@H](C)N.COC[C@H](C)N.COC[C@H](C)N.COC[C@H](C)N.COC[C@H](C)N.CCO.



Entry 2:
A 5-piece molecular cluster, C10H20Cl10 overall, computed with ωB97M-V with the def2-TZVPD basis set.

The geometry in XYZ format:
```
40
Properties=species:S:1:pos:R:3:forces:R:3
Cl -10.759620 16.154710 -2.171760 0.2263 -0.9641 0.3421
C -11.269460 17.793240 -1.848850 -1.3041 0.0014 -0.5986
C -10.226530 18.685030 -1.333050 0.1004 0.8877 -0.3983
Cl -9.685340 18.190480 0.279090 0.3595 0.0418 -0.1179
H -12.099100 17.892440 -1.148890 -0.2384 -0.8221 -0.1757
H -11.593410 18.100970 -2.843070 -0.1166 0.5758 0.2337
H -10.757410 19.629840 -1.216440 0.4320 0.2733 0.0798
H -9.454960 18.793510 -2.095300 0.5406 -0.0064 0.6470
Cl -0.498470 13.222980 7.666870 -0.1512 0.0377 -0.0606
C -1.792350 12.600950 8.730550 0.1971 0.7316 0.5637
C -3.049770 13.483300 8.763220 0.0903 -0.8077 -0.0495
Cl -2.875440 15.207880 9.344120 0.0775 -1.3697 -0.5749
H -1.344110 12.506230 9.719590 -0.0745 0.1015 -0.0375
H -2.030020 11.595900 8.382000 -0.2643 0.1798 -0.0674
H -3.745260 12.971350 9.428270 0.0226 0.2949 0.2887
H -3.520230 13.399570 7.783550 0.0961 0.8361 -0.0666
Cl -13.743020 7.863410 -0.894140 -0.4424 -0.2142 -0.4606
C -12.233280 8.514010 -1.574920 -0.2646 1.3109 1.1364
C -12.145350 10.013860 -1.215470 -0.2637 0.0875 0.4688
Cl -12.230150 10.382450 0.585730 0.5220 -0.3622 -1.0186
H -12.197560 8.495300 -2.664170 -0.1317 -0.5698 0.1029
H -11.496610 7.890800 -1.067950 0.4163 0.4251 -0.5138
H -12.984620 10.606510 -1.579480 -0.1582 -0.5412 -0.2370
H -11.272530 10.467620 -1.684920 0.3275 -0.1246 0.5269
Cl -10.343540 13.460270 5.791610 -0.3526 -0.8801 0.4501
C -9.982650 14.260070 4.283770 -0.5400 1.9075 0.2199
C -8.551500 14.254160 3.947610 1.5984 -1.9123 -2.6453
Cl -7.407530 15.036910 4.955520 0.5859 1.4000 1.3017
H -10.253730 15.293640 4.499030 0.1120 0.2229 -0.0551
H -10.642110 14.042720 3.443550 0.2022 -0.8990 0.1615
H -8.368340 14.542880 2.912620 -0.5431 1.1159 -0.0392
H -8.022330 13.312180 3.803550 -1.0634 -0.9531 0.5956
Cl -14.361080 21.939520 7.606690 -1.5225 -0.6546 1.9552
C -13.441730 22.155650 6.203200 0.6939 0.3370 -1.8025
C -13.158790 20.893010 5.391460 1.2309 0.1836 -0.6565
Cl -11.864240 20.023880 6.244100 0.1575 -0.7921 0.4164
H -12.494400 22.551770 6.568940 0.0930 0.0039 -0.5444
H -13.944650 22.922770 5.614400 0.1139 -0.1270 -0.2431
H -12.640120 21.122590 4.460660 -0.2047 0.7016 -0.0283
H -13.904820 20.177110 5.046460 -0.5600 0.3427 0.9012
```
Forces are in eV/Å.

As for the net charge: 0. The multiplicity is 1. For the HOMO-LUMO gap, the calculation gives 10.8 eV. As for the SMILES: ClCCCl.ClCCCl.ClCCCl.ClCCCl.ClCCCl.



Computed values of maximum force (unit: Eh/bohr) for the preceding records, in sequence: 0.05801 0.07068.
Computed values of energy above the lowest of the compared OMol25 structures with the same formula, charge and spin (unit: kJ/mol) for the preceding records, in sequence: 197.0 188.3.